Formula: C11H19N2PbS4
Source: the OMol25 dataset
Level of theory: ωB97M-V/def2-TZVPD

Structure (XYZ):
```
37
Properties=species:S:1:pos:R:3:forces:R:3:nbo_charge:R:1
Pb -1.32912 2.16103 -0.44288 -0.05 -0.01 -0.58 1.050
C -0.30062 3.18943 1.80472 0.23 0.54 0.32 -0.375
C -0.79502 4.32123 1.10002 0.22 0.08 0.52 -0.369
C 0.11048 4.61173 0.06972 0.00 0.22 0.01 -0.335
C 1.14268 3.66783 0.11782 0.43 0.14 -0.04 -0.343
C 0.90398 2.80223 1.19182 0.18 0.05 0.38 -0.361
H -0.69012 2.80943 2.73362 -0.20 -0.20 -0.01 0.222
H -1.63162 4.92683 1.40012 -0.26 -0.03 -0.09 0.224
H 0.03358 5.43473 -0.61998 -0.07 0.04 -0.17 0.212
H 1.98618 3.63153 -0.55228 0.10 -0.05 -0.11 0.202
H 1.53828 1.99533 1.51742 0.07 -0.16 0.00 0.201
S -3.34972 3.37623 -1.83178 -0.26 0.19 -0.06 -0.597
S -4.78742 1.90573 -1.72228 -0.16 -0.28 0.14 -0.080
S -4.84092 1.32533 0.24592 -0.21 0.24 -0.19 -0.067
S -3.05112 0.35113 0.56242 -0.13 -0.25 0.10 -0.629
C -1.41352 -3.00257 0.19062 0.17 0.05 -0.15 -0.630
C -0.42292 -3.05447 -0.97208 -0.24 -0.01 0.06 -0.210
N 0.74568 -2.21067 -0.79378 -0.03 -0.28 -0.12 -0.446
C 1.94588 -2.85067 -0.29798 0.19 0.02 0.22 -0.197
C 1.97308 -2.99467 1.22752 0.04 -0.03 -0.31 -0.621
C 0.64568 -0.85817 -0.97918 0.25 -0.10 -0.13 0.486
C 1.88578 -0.03567 -0.77598 -0.01 0.08 0.04 -0.676
N -0.39802 -0.23017 -1.35358 -0.25 -0.01 -0.35 -0.766
H -2.25522 -3.66097 -0.01068 -0.13 -0.05 0.00 0.208
H -1.79862 -1.99557 0.33672 -0.08 0.00 0.00 0.249
H -0.93842 -3.31937 1.11462 0.03 -0.08 0.12 0.194
H -0.92912 -2.76387 -1.89918 0.04 -0.04 0.03 0.200
H -0.06842 -4.08017 -1.11308 0.00 0.10 -0.03 0.188
H 2.82078 -2.28957 -0.62968 -0.07 -0.05 0.02 0.203
H 2.01678 -3.84437 -0.75668 0.01 0.15 0.00 0.188
H 1.75588 -2.03797 1.69632 -0.01 0.07 0.09 0.216
H 2.95298 -3.33567 1.55742 0.08 -0.05 0.07 0.204
H 1.22828 -3.71587 1.55482 -0.05 -0.03 0.09 0.204
H 2.63998 -0.27127 -1.52678 0.07 -0.06 0.00 0.214
H 2.30708 -0.18717 0.21522 0.14 -0.01 0.06 0.213
H 1.60508 1.00773 -0.87688 0.04 0.04 0.02 0.262
H -1.23822 -0.77867 -1.48228 -0.08 -0.24 0.08 0.363
```
Positions in Å, forces in eV/Å.

**Total charge**: -1
**HOMO-LUMO gap**: 0.2188 Ha
**Multiplicity**: 1
**HOMO**: -3.37 eV
**E_tot**: -63286.979 eV

***

Formula: C11H19N3O3S
Source: the OMol25 dataset
Level of theory: ωB97M-V/def2-TZVPD

Structure (XYZ):
```
37
Properties=species:S:1:pos:R:3:forces:R:3:nbo_charge:R:1
C -0.85740 4.65503 -2.02983 6.80 1.52 -11.75 -0.549
C 0.11928 3.59274 -2.41641 -0.50 -2.16 1.96 -0.410
H 1.12041 3.68226 -2.07896 0.84 0.81 0.68 0.223
H 0.23083 3.37256 -3.45053 -0.53 -0.41 -0.94 0.222
S -0.37174 1.92892 -1.63648 -1.06 -1.30 -4.18 0.207
C -0.24953 2.01010 0.00311 -0.58 2.08 -0.01 0.188
N 0.24806 2.96602 0.66060 1.10 6.78 -11.14 -0.320
N 0.55927 2.68213 1.77368 0.25 -3.66 10.26 -0.280
C -0.03914 1.50316 1.92549 2.53 1.73 8.13 0.434
C -0.25844 0.77914 3.19814 0.39 -9.79 -10.29 -0.418
H -1.20359 0.00498 2.89149 2.66 1.99 1.67 0.277
H -0.24842 1.24891 3.96206 -1.22 6.68 9.40 0.186
C 1.08620 -0.13262 3.45656 -13.26 -9.01 -7.17 -0.096
N 1.26404 -0.83002 1.96383 8.09 8.19 7.23 -0.591
C 0.54474 -1.61851 1.38902 -13.37 -5.48 10.59 0.863
O -0.66024 -2.18650 1.98036 5.59 2.22 -2.05 -0.861
O 0.76903 -1.67375 0.26558 1.22 -3.64 -15.03 -0.494
C -0.04603 -2.56453 -0.74775 1.55 1.66 -1.65 0.269
C -1.34720 -1.90118 -1.07518 -2.16 -7.80 7.36 -0.621
H -1.47000 -0.96555 -1.21996 -0.16 6.40 -1.23 0.211
H -1.83875 -2.54943 -1.70788 -0.89 -0.92 -2.18 0.223
H -2.07529 -2.23129 -0.03410 1.98 1.52 -2.68 0.228
C -0.06645 -4.04036 -0.47751 5.07 2.58 8.46 -0.594
H -0.68343 -4.17699 0.56805 2.06 -0.03 -2.36 0.274
H 1.23781 -4.41398 -0.46400 -4.32 0.88 0.33 0.195
H -0.51744 -4.52595 -1.16385 -2.97 -3.24 -5.03 0.192
C 0.79336 -2.32516 -1.97183 -3.91 -3.74 -3.55 -0.553
H 0.28310 -2.96798 -3.08797 1.13 1.48 3.65 0.166
H 0.68788 -1.40977 -2.36962 0.12 3.66 -0.85 0.210
H 1.72541 -2.69443 -2.00368 3.52 -1.04 0.41 0.205
H 2.02073 -0.36783 1.34947 -1.68 -1.07 1.52 0.398
H 0.83774 -1.01473 4.03255 0.29 0.33 0.64 0.234
H 1.79105 0.37142 3.61752 10.64 7.11 2.50 0.145
O -0.54329 1.08508 0.88304 -2.59 -4.24 -4.27 -0.359
H -1.77028 4.44000 -2.33575 -4.10 -0.34 -2.25 0.208
H -0.87240 4.71644 -1.14812 0.08 1.36 12.82 0.189
H -0.19989 5.55165 -2.50112 -2.60 -1.10 1.00 0.200
```
Positions in Å, forces in eV/Å.

**Total charge**: 0
**ΔE to the lowest compared entry with this formula, charge and spin**: 382.69 kcal per mole
**HOMO-LUMO gap**: 0.3157 Ha
**Multiplicity**: 1
**HOMO**: -8.05 eV
**E_tot**: -33149.070 eV

***

Formula: C11H19N3O8S3
Source: the OMol25 dataset
Level of theory: ωB97M-V/def2-TZVPD

Structure (XYZ):
```
44
Properties=species:S:1:pos:R:3:forces:R:3:nbo_charge:R:1
O -1.30534 -5.84118 -0.52226 -0.06 0.21 0.19 -0.707
C -1.12702 -4.81065 0.11851 -0.73 0.31 0.19 0.590
O -1.86902 -4.07329 0.80398 0.56 -0.56 -0.56 -0.768
S 0.69959 -4.24278 0.11652 0.21 -0.04 -0.21 2.114
O 1.08149 -4.10807 1.51852 0.05 0.08 0.09 -1.013
O 1.45629 -5.18998 -0.67932 0.10 0.04 0.11 -0.987
N 0.73187 -2.80169 -0.66166 -0.24 0.04 0.47 -1.250
S 1.35044 -1.52322 0.00853 0.15 -0.06 -0.43 2.315
O 1.21818 -0.42186 -0.95273 -0.06 -0.03 -0.09 -1.050
O 2.68634 -1.69166 0.55362 0.07 0.19 0.03 -1.006
C 0.34364 -0.94492 1.37822 -0.30 0.26 0.18 -0.666
C -1.16416 -1.13529 1.17913 0.44 0.42 -0.03 -0.435
C -1.80557 0.06983 0.46118 -0.30 -0.24 -0.20 -0.422
C -2.37810 -0.25374 -0.93592 0.13 0.00 0.33 -0.490
S -4.13084 0.23521 -1.14176 0.06 0.14 -0.25 0.199
C -4.92211 -1.15285 -0.46473 0.05 0.16 0.08 0.269
N -5.14727 -2.29246 -1.00372 -0.13 -0.27 -0.35 -0.275
N -5.83832 -3.04983 -0.06662 0.03 -0.36 -0.52 -0.285
C -5.97131 -2.29861 0.95129 -0.22 -0.22 0.43 0.289
O -5.43492 -1.08375 0.80049 0.10 0.36 0.32 -0.424
H 0.72048 -1.34634 2.31592 -0.02 -0.38 -0.17 0.239
H 0.54858 0.12949 1.36959 0.24 -0.04 0.19 0.201
H -1.33542 -2.05542 0.62633 -0.11 -0.13 0.16 0.290
H -1.61684 -1.26601 2.16337 -0.08 -0.06 -0.05 0.197
H -1.07278 0.86757 0.33061 -0.02 0.05 0.11 0.208
H -2.62263 0.46044 1.07215 0.06 0.10 0.01 0.194
H -1.84961 0.29863 -1.71199 -0.03 -0.10 -0.06 0.232
H -2.31781 -1.31710 -1.16376 0.06 0.02 -0.07 0.261
H -6.46044 -2.57063 1.87057 0.06 0.20 0.09 0.187
C 3.28981 5.03278 -1.69532 -0.02 -0.04 -0.03 -0.643
C 3.05104 4.81610 -0.20773 0.04 0.02 0.05 -0.055
O 2.11271 3.81307 0.08967 -0.03 0.03 0.00 -0.543
C 2.43573 2.49855 -0.38220 -0.04 -0.14 0.03 -0.075
C 3.73046 1.93679 0.16818 0.07 0.10 -0.01 -0.651
H 2.35213 5.26976 -2.20046 0.00 0.00 -0.01 0.206
H 3.98831 5.85915 -1.84563 -0.01 0.02 0.01 0.195
H 3.71207 4.14733 -2.17029 0.03 0.01 0.02 0.212
H 2.64166 5.73010 0.22984 0.01 0.00 0.01 0.168
H 4.00633 4.62196 0.29816 0.01 -0.02 -0.03 0.152
H 2.43870 2.47962 -1.47600 0.01 0.01 -0.01 0.159
H 1.61508 1.85732 -0.07119 -0.04 0.04 -0.05 0.229
H 4.60428 2.52404 -0.13069 0.00 -0.03 -0.05 0.173
H 3.85379 0.91774 -0.19909 -0.07 -0.04 0.06 0.263
H 3.70050 1.90585 1.25867 -0.01 -0.03 0.00 0.205
```
Positions in Å, forces in eV/Å.

**Total charge**: -2
**HOMO-LUMO gap**: 0.2178 Ha
**Multiplicity**: 1
**HOMO**: -1.68 eV
**E_tot**: -65070.432 eV

***

Formula: C11H19N3S
Source: the OMol25 dataset
Level of theory: ωB97M-V/def2-TZVPD

Structure (XYZ):
```
34
Properties=species:S:1:pos:R:3:forces:R:3:nbo_charge:R:1
C 5.60999 -0.86023 -0.99332 0.21 -0.04 -0.11 -0.659
C 4.40314 -0.30598 -0.33850 0.29 0.97 0.11 0.093
N 3.35612 -0.97805 -0.03091 -0.03 -0.84 -0.16 -0.450
C 2.39653 -0.21899 0.56450 -0.05 0.69 0.21 0.113
C 2.72773 1.09117 0.71597 0.17 -0.08 -0.10 -0.440
S 4.30000 1.39741 0.08842 -0.28 -0.75 -0.04 0.368
H 2.13916 1.87568 1.14336 -0.22 0.15 0.11 0.248
C 1.11010 -0.84836 0.99791 -0.06 -0.05 0.05 -0.231
N -0.01709 0.02722 0.73782 0.02 -0.07 0.08 -0.443
C -0.26759 0.17192 -0.68521 0.04 0.29 -0.19 -0.228
C -1.31860 1.25060 -0.92074 -0.04 -0.21 0.02 -0.397
C -2.63699 0.91672 -0.21967 0.04 -0.01 -0.16 -0.228
C -2.32884 0.62353 1.25205 -0.03 -0.16 -0.12 -0.402
C -1.22071 -0.41382 1.41581 -0.14 0.14 0.20 -0.217
H -0.99271 -0.52803 2.47968 -0.02 -0.07 -0.06 0.201
H -1.55719 -1.39770 1.03946 0.05 0.01 0.04 0.158
H -3.22438 0.27984 1.77301 -0.05 0.02 0.09 0.199
H -1.99893 1.54904 1.72674 -0.03 0.01 0.09 0.212
C -3.39911 -0.22147 -0.91112 0.23 0.13 0.02 -0.217
N -4.81319 -0.14706 -0.57121 -0.26 -0.10 0.11 -0.835
H -4.94274 -0.28007 0.42638 -0.07 -0.05 -0.09 0.348
H -5.32855 -0.88011 -1.04631 -0.01 0.05 0.13 0.357
H -2.94916 -1.19493 -0.66034 -0.01 0.12 -0.11 0.161
H -3.32563 -0.09159 -1.99515 0.10 -0.04 0.05 0.188
H -3.29459 1.79097 -0.27152 0.03 -0.05 -0.01 0.219
H -0.93622 2.19033 -0.51845 0.05 0.06 -0.04 0.208
H -1.47863 1.37727 -1.99263 -0.01 0.05 -0.04 0.207
H 0.66878 0.46190 -1.16827 -0.07 -0.07 -0.03 0.212
H -0.59534 -0.78352 -1.13373 0.06 -0.02 0.03 0.161
H 1.15508 -1.03296 2.07700 -0.06 -0.08 -0.09 0.210
H 1.01747 -1.82520 0.49154 0.00 0.06 0.07 0.186
H 6.48377 -0.72272 -0.35769 0.08 -0.05 -0.02 0.229
H 5.46094 -1.92075 -1.17661 0.01 -0.02 -0.01 0.241
H 5.79737 -0.35206 -1.93826 0.07 -0.04 -0.06 0.228
```
Positions in Å, forces in eV/Å.

**Total charge**: 0
**SMILES string**: Cc1nc(CN2CCC(CN)CC2)cs1
**ΔE to the lowest compared entry with this formula, charge and spin**: 0.00 kcal per mole
**HOMO-LUMO gap**: 0.3441 Ha
**Multiplicity**: 1
**HOMO**: -8.57 eV
**E_tot**: -27021.063 eV

***

Formula: C11H19NOReSSb2Se4
Source: the OMol25 dataset
Level of theory: ωB97M-V/def2-TZVPD

Structure (XYZ):
```
40
Properties=species:S:1:pos:R:3:forces:R:3:nbo_charge:R:1
Re 1.59602 0.31084 0.44759 0.19 0.01 -0.61 0.136
O 2.46113 2.05370 0.07834 0.06 -0.15 0.03 -0.528
N 1.81288 3.22811 -0.03437 0.08 0.01 -0.03 0.008
C 2.57064 4.32954 -0.23233 0.01 0.04 -0.01 0.050
C 1.94702 5.53578 -0.37318 0.01 0.01 0.00 -0.210
C 0.55008 5.59635 -0.30981 -0.02 -0.02 0.01 -0.102
C -0.18455 4.45099 -0.10165 0.00 0.04 0.00 -0.209
C 0.48164 3.23568 0.04443 -0.11 0.00 0.03 0.028
S -0.27886 1.71715 0.36935 -0.18 0.10 0.08 0.088
H 3.63576 4.15854 -0.27010 0.00 0.00 0.00 0.264
H 2.54319 6.42156 -0.53313 0.00 0.01 0.00 0.270
H 0.04605 6.54630 -0.41993 -0.01 0.01 0.00 0.262
H -1.26262 4.46873 -0.03789 -0.01 0.00 0.00 0.263
Se 5.54909 -1.03352 3.73756 0.08 0.08 0.06 -0.300
Sb 4.18783 -2.20056 2.31662 -0.07 -0.14 -0.03 0.831
Se 2.60821 -1.22402 -1.17167 -0.01 0.10 0.25 0.089
Se 1.40500 -0.55306 2.50728 -0.04 -0.14 0.32 0.110
Se 4.13488 -0.32785 0.30936 0.03 0.01 -0.08 0.010
C -2.35535 -0.75703 2.11723 -0.02 0.01 -0.01 -0.632
C -2.35938 -0.83201 0.59494 0.00 0.03 0.05 -0.735
Sb -0.47144 -1.38556 -0.21084 -0.03 0.02 -0.05 1.500
C -0.11944 -3.34994 0.52049 0.01 0.00 -0.02 -0.728
C -1.19093 -4.33269 0.05948 0.00 0.01 0.00 -0.637
C -0.71414 -1.51473 -2.32373 0.01 0.01 0.00 -0.739
C -2.17108 -1.76335 -2.71145 0.01 0.01 0.00 -0.629
H -3.34895 -0.48444 2.47231 -0.01 -0.02 0.00 0.254
H -1.65899 -0.00414 2.48997 -0.01 0.01 -0.01 0.212
H -2.09823 -1.71494 2.57114 0.01 0.00 0.01 0.218
H -2.66990 0.10393 0.13286 0.03 -0.01 -0.01 0.250
H -3.03046 -1.61101 0.22755 -0.01 0.00 0.01 0.253
H -0.07971 -3.25937 1.60685 -0.01 -0.01 0.01 0.240
H 0.87399 -3.62897 0.16819 0.01 -0.01 0.02 0.243
H -2.18973 -4.03318 0.37887 0.00 0.00 0.01 0.217
H -0.99647 -5.31534 0.48877 0.00 -0.01 0.00 0.255
H -1.19587 -4.44886 -1.02439 0.00 0.00 -0.01 0.220
H -0.06192 -2.32250 -2.66030 0.00 0.00 -0.01 0.244
H -0.33821 -0.58250 -2.74570 0.00 0.00 0.00 0.245
H -2.55630 -2.69300 -2.29328 0.00 -0.02 0.01 0.219
H -2.25055 -1.83519 -3.79569 0.00 -0.01 -0.01 0.254
H -2.82032 -0.94946 -2.38978 0.00 0.01 0.00 0.218
```
Positions in Å, forces in eV/Å.

**Total charge**: +2
**HOMO-LUMO gap (spin up / spin down)**: 0.2219 / 0.2176 Ha
**Multiplicity**: 2
**HOMO (spin up / spin down)**: -14.00 / -14.11 eV
**E_tot**: -302663.972 eV

***

Formula: C11H19NSi
Source: the OMol25 dataset
Level of theory: ωB97M-V/def2-TZVPD

Structure (XYZ):
```
32
Properties=species:S:1:pos:R:3:forces:R:3:nbo_charge:R:1
C 1.44616 -4.28256 -1.08515 0.14 1.31 1.41 -0.212
C 2.30827 -3.26043 -0.69910 -0.63 -0.02 -1.05 -0.207
C 0.12505 -4.05846 -1.32240 -1.88 1.27 -1.17 -0.211
C 1.89004 -1.92493 -0.77639 3.53 -0.57 0.73 -0.213
C -0.28134 -2.72705 -1.34161 3.86 -0.07 0.68 -0.194
C 0.61700 -1.66322 -1.12366 -1.87 1.98 -0.08 -0.429
C -0.51111 2.77202 2.23256 -1.48 -1.91 1.98 -0.606
C 1.52190 0.51293 1.39748 1.18 0.72 -2.44 -0.605
C -2.75799 0.28819 -0.51745 0.63 0.32 3.87 -0.396
C -0.09119 2.33501 0.86570 0.80 -0.91 0.17 -0.413
C 0.13463 0.82161 0.73089 2.87 0.41 0.39 -0.635
N -1.65526 0.38384 -1.36878 1.91 0.34 -3.40 -1.081
Si 0.06263 0.24632 -1.12115 -1.39 -1.47 0.64 1.525
H 1.78034 -5.24304 -0.97280 0.95 -2.41 -0.15 0.202
H 3.30704 -3.58183 -0.51048 0.70 0.30 0.37 0.209
H -0.62347 -4.79118 -1.66791 0.75 0.03 0.50 0.216
H 2.68160 -1.13211 -0.58447 -1.23 -0.92 -0.27 0.209
H -1.14668 -2.38797 -1.68664 -4.21 0.65 -1.13 0.198
H -1.27125 2.02075 2.71752 0.81 1.47 -1.19 0.191
H -0.93447 3.73069 2.10370 -0.87 1.10 0.37 0.212
H 0.18838 2.84774 3.06931 0.72 -0.01 -0.63 0.209
H 2.33021 1.10260 0.75932 -1.33 -1.03 1.54 0.184
H 1.56736 0.81230 2.42755 0.03 0.39 0.46 0.207
H 1.82948 -0.53334 1.34158 -0.26 0.07 0.08 0.215
H -2.46864 -0.39516 0.33538 -1.00 -0.39 -1.08 0.180
H -2.92406 1.17091 0.17197 0.01 0.06 -1.22 0.166
H -3.67166 0.08610 -1.01755 -0.75 -0.58 -0.22 0.205
H -0.86597 2.52209 0.17682 -1.22 0.86 -0.74 0.205
H 0.75734 2.95882 0.56681 0.19 -0.39 -0.26 0.203
H -0.58523 0.35426 1.40982 -0.43 -0.37 -0.75 0.235
H -1.81459 0.33310 -2.39241 -0.56 0.23 1.20 0.389
H 0.60421 0.98036 -2.39367 0.03 -0.44 1.40 -0.157
```
Positions in Å, forces in eV/Å.

**Total charge**: 0
**SMILES string**: CC[C@H](C)[Si@H](NC)c1ccccc1
**ΔE to the lowest compared entry with this formula, charge and spin**: 37.21 kcal per mole
**HOMO-LUMO gap**: 0.3448 Ha
**Multiplicity**: 1
**HOMO**: -8.49 eV
**E_tot**: -21081.651 eV

***

- Among the records above, which one has the lowest E_tot?
  C11H19NOReSSb2Se4

***

- Which of these has the lowest E_tot?
  C11H19NOReSSb2Se4

***

- Which value of multiplicity does entry 4 give?
  1

***

- Look up the multiplicity of the second one.
  1